a) The following is a quantum chemistry calculation of a molecular structure, C29H31BF10N11S3Sc, from the OMol25 dataset.

Element x y z (Å)
1 Sc 0.370 -0.480 -0.105
2 C 0.343 -2.688 2.253
3 N 0.896 -1.336 2.082
4 C 0.266 -0.414 3.025
5 C -1.194 -0.219 2.608
6 N -1.323 -0.487 1.178
7 C -2.585 -0.797 0.757
8 C -2.683 -1.414 -0.487
9 F -1.473 -1.618 -1.114
10 C -3.847 -1.793 -1.109
11 F -3.826 -2.377 -2.312
12 C -5.044 -1.580 -0.449
13 F -6.205 -1.935 -1.011
14 C -5.011 -0.996 0.804
15 F -6.158 -0.773 1.447
16 C -3.819 -0.616 1.399
17 F -3.909 -0.003 2.591
18 C 2.349 -1.365 2.173
19 C 2.896 -2.159 1.001
20 N 2.045 -1.934 -0.166
21 C 2.527 -2.468 -1.323
22 C 1.773 -2.250 -2.481
23 F 0.634 -1.533 -2.290
24 C 2.095 -2.646 -3.753
25 F 1.300 -2.334 -4.784
26 C 3.271 -3.347 -3.956
27 F 3.635 -3.743 -5.183
28 C 4.054 -3.624 -2.852
29 F 5.192 -4.306 -3.018
30 C 3.701 -3.208 -1.578
31 F 4.562 -3.554 -0.599
32 H 0.609 -3.081 3.243
33 H 0.737 -3.351 1.487
34 H -0.739 -2.662 2.158
35 H 0.807 0.527 2.982
36 H 0.335 -0.788 4.055
37 H -1.519 0.791 2.879
38 H -1.826 -0.910 3.174
39 H 2.692 -1.783 3.129
40 H 2.703 -0.335 2.121
41 H 2.945 -3.223 1.258
42 H 3.924 -1.832 0.824
43 C -1.855 -0.687 -4.095
44 N -2.458 0.526 -3.569
45 C -3.684 1.025 -3.967
46 C -3.756 2.285 -3.494
47 N -2.590 2.568 -2.819
48 B -2.222 4.026 -2.393
49 N -2.449 4.342 -0.866
50 C -1.965 5.525 -0.349
51 C -2.354 5.627 0.942
52 N -3.083 4.487 1.219
53 C -3.690 4.132 2.482
54 C -3.151 3.703 0.098
55 S -3.932 2.211 0.056
56 C -1.816 1.476 -2.850
57 S -0.230 1.317 -2.189
58 H -2.546 -1.119 -4.814
59 H -1.656 -1.411 -3.317
60 H -0.917 -0.442 -4.594
61 H -4.376 0.436 -4.541
62 H -4.540 3.015 -3.569
63 H -2.953 4.749 -3.031
64 H -1.058 4.236 -2.628
65 H -1.411 6.212 -0.964
66 H -2.217 6.411 1.666
67 H -3.485 4.925 3.199
68 H -3.284 3.186 2.842
69 H -4.765 4.006 2.360
70 N 4.558 -0.009 -3.436
71 C 3.376 0.486 -3.022
72 N 2.442 0.690 -3.956
73 S 3.118 0.846 -1.397
74 H 4.768 -0.164 -4.407
75 H 5.270 -0.167 -2.747
76 H 2.568 0.381 -4.905
77 H 1.525 1.013 -3.653
78 N 0.405 3.703 1.095
79 C 1.681 3.507 1.574
80 C 1.937 2.186 1.402
81 N 0.840 1.576 0.823
82 C -0.056 2.527 0.658
83 H -0.142 4.555 1.063
84 H 2.284 4.306 1.965
85 H 2.853 1.665 1.614
86 H -1.042 2.387 0.243

Computed properties:
HOMO: -0.2599 Ha
spin multiplicity: 1
LUMO level: 0.21 eV

b) The following is a quantum chemistry calculation of a molecular structure, C29H31BF10N11S3Sc, from the OMol25 dataset.

Element x y z (Å)
1 Sc -0.267 0.201 -0.362
2 C -3.427 2.255 -1.075
3 N -1.972 2.395 -1.100
4 C -1.491 2.588 -2.466
5 C 0.007 2.395 -2.558
6 N 0.398 1.007 -2.244
7 C 1.479 0.636 -3.053
8 C 1.416 -0.358 -4.026
9 F 0.260 -1.016 -4.242
10 C 2.498 -0.752 -4.786
11 F 2.365 -1.732 -5.689
12 C 3.721 -0.129 -4.621
13 F 4.775 -0.498 -5.352
14 C 3.829 0.890 -3.692
15 F 5.001 1.503 -3.512
16 C 2.726 1.254 -2.944
17 F 2.889 2.219 -2.026
18 C -1.553 3.517 -0.239
19 C -0.900 2.989 1.024
20 N 0.077 1.942 0.739
21 C 1.407 2.264 0.947
22 C 2.224 1.329 1.594
23 F 1.627 0.234 2.086
24 C 3.575 1.503 1.813
25 F 4.288 0.574 2.447
26 C 4.178 2.683 1.411
27 F 5.483 2.884 1.611
28 C 3.402 3.660 0.813
29 F 3.968 4.804 0.420
30 C 2.055 3.450 0.594
31 F 1.370 4.437 -0.016
32 H -3.924 3.166 -1.439
33 H -3.737 1.425 -1.705
34 H -3.761 2.055 -0.057
35 H -1.993 1.868 -3.114
36 H -1.749 3.595 -2.835
37 H 0.305 2.650 -3.582
38 H 0.508 3.117 -1.906
39 H -0.859 4.156 -0.780
40 H -2.422 4.132 0.023
41 H -0.449 3.812 1.589
42 H -1.691 2.563 1.640
43 C -2.547 -2.528 3.645
44 N -1.102 -2.417 3.621
45 C -0.310 -2.599 4.732
46 C 0.963 -2.658 4.291
47 N 0.961 -2.521 2.922
48 B 2.313 -2.776 2.113
49 N 1.944 -3.478 0.783
50 C 1.685 -4.825 0.667
51 C 1.306 -5.076 -0.604
52 N 1.343 -3.867 -1.266
53 C 0.976 -3.646 -2.648
54 C 1.719 -2.901 -0.401
55 S 1.888 -1.252 -0.852
56 C -0.307 -2.352 2.514
57 S -0.945 -2.133 0.921
58 H -2.973 -1.788 4.319
59 H -2.830 -3.531 3.966
60 H -2.920 -2.350 2.643
61 H -0.727 -2.681 5.719
62 H 1.882 -2.805 4.829
63 H 2.904 -1.760 1.905
64 H 2.940 -3.563 2.785
65 H 1.801 -5.487 1.505
66 H 1.030 -5.987 -1.102
67 H 0.940 -4.608 -3.155
68 H 1.713 -3.008 -3.128
69 H 0.001 -3.160 -2.708
70 N -3.469 2.238 4.375
71 C -2.608 1.514 3.633
72 N -1.300 1.633 3.935
73 S -3.104 0.511 2.392
74 H -3.181 2.728 5.204
75 H -4.450 2.110 4.202
76 H -0.959 2.359 4.543
77 H -0.645 1.189 3.307
78 N -3.504 -1.224 -3.037
79 C -4.186 -1.504 -1.873
80 C -3.348 -1.149 -0.867
81 N -2.173 -0.653 -1.397
82 C -2.303 -0.717 -2.704
83 H -3.828 -1.385 -3.974
84 H -5.176 -1.921 -1.865
85 H -3.502 -1.223 0.194
86 H -1.554 -0.414 -3.413

Computed properties:
HOMO: -0.2770 Ha
spin multiplicity: 1
LUMO level: 0.13 eV

a) wins, 16.6 kJ/mol ahead of the next structure.

a) The following is a quantum chemistry calculation of a gas-phase ion, C3HNOS3 (charge -2), from the OMol25 dataset.

Element x y z (Å)
1 C -1.354 -0.808 -0.363
2 C -0.041 1.982 0.732
3 C 1.027 -0.214 -0.229
4 N -0.015 -1.146 -0.092
5 O 2.220 -0.559 -0.137
6 S -2.287 -2.214 -0.135
7 S -0.630 3.536 0.881
8 S 0.630 1.430 -0.739
9 H 0.451 -2.007 0.083

Computed properties:
HOMO: 0.0321 Ha
spin multiplicity: 1
LUMO level: 5.69 eV
charge: -2

b) The following is a quantum chemistry calculation of a gas-phase ion, C3HNOS3 (charge -2), from the OMol25 dataset.

Element x y z (Å)
1 O 0.697 -1.388 -0.103
2 N 0.143 -0.189 0.055
3 C 0.898 0.896 0.055
4 S 0.166 2.454 0.036
5 C 2.349 0.667 0.019
6 S 3.679 1.871 -0.046
7 C 2.764 -0.603 0.038
8 S 3.834 -1.834 0.038
9 H -0.764 -0.295 0.386

Computed properties:
HOMO: 0.0284 Ha
spin multiplicity: 1
LUMO level: 5.55 eV
SMILES: [O-]NC(=S)C([S-])=C=S
charge: -2

b) wins, 15.3 kJ/mol ahead of the next structure.

a) The following is a quantum chemistry calculation of a gas-phase ion, C5H12NO (charge -2), from the OMol25 dataset.

Element x y z (Å)
1 C -2.319 -0.316 1.367
2 N -1.266 0.319 0.572
3 C -0.404 -0.732 0.006
4 C 1.074 -0.560 0.471
5 C 1.692 0.884 0.137
6 O 2.044 1.088 -1.117
7 C -0.400 -0.593 -1.554
8 H -2.997 -1.040 0.872
9 H -1.929 -0.752 2.298
10 H -3.067 0.431 1.683
11 H -1.690 0.904 -0.131
12 H -0.741 -1.759 0.185
13 H 1.623 -1.323 -0.105
14 H 1.144 -0.784 1.538
15 H 2.466 1.271 0.917
16 H 0.860 1.491 0.635
17 H -0.079 0.429 -1.795
18 H 0.331 -1.217 -2.078
19 H -1.380 -0.779 -2.025

Computed properties:
HOMO (alpha / beta): 0.1479 / 0.0195 Ha
spin multiplicity: 2
LUMO level (alpha / beta): 6.97 / 6.84 eV
charge: -2
⟨S²⟩: 0.751

b) The following is a quantum chemistry calculation of a gas-phase ion, C5H12NO (charge -2), from the OMol25 dataset.

Element x y z (Å)
1 C 0.996 0.508 -0.216
2 N 0.399 1.019 -1.499
3 C 0.564 -0.016 -2.610
4 O 1.785 -0.510 -2.760
5 C 0.171 -0.633 0.346
6 C -1.089 -0.030 1.026
7 C -1.061 -0.282 2.531
8 H 1.088 1.363 0.428
9 H 1.946 0.116 -0.574
10 H 0.947 1.810 -1.809
11 H 0.168 0.541 -3.521
12 H -0.234 -0.751 -2.368
13 H -0.015 -1.285 -0.508
14 H 0.718 -1.305 1.111
15 H -1.963 -0.598 0.708
16 H -1.064 1.035 0.831
17 H -0.247 0.193 3.094
18 H -2.005 0.173 2.960
19 H -1.103 -1.350 2.830

Computed properties:
HOMO (alpha / beta): 0.1488 / -0.0081 Ha
spin multiplicity: 2
LUMO level (alpha / beta): 6.96 / 6.91 eV
charge: -2
⟨S²⟩: 0.751

b) wins, 57.2 kJ/mol ahead of the next structure.

a) The following is a quantum chemistry calculation of C2HCl2NO in the gas phase, from the OMol25 dataset.

Element x y z (Å)
1 H 0.684 -2.228 -0.564
2 N -0.023 -1.697 -1.253
3 C 0.195 -0.547 -1.560
4 Cl 1.511 0.587 -1.260
5 C -0.505 0.254 -2.879
6 O 0.133 0.351 -3.877
7 Cl -2.142 0.825 -2.715

Computed properties:
HOMO: -0.3865 Ha
spin multiplicity: 1
LUMO level: 0.39 eV
SMILES: [H]/N=C(\Cl)C(=O)Cl

b) The following is a quantum chemistry calculation of a molecular structure, C2HCl2NO, from the OMol25 dataset.

Element x y z (Å)
1 C -0.882 -0.226 0.262
2 C 0.367 0.573 -1.073
3 N -0.455 -0.067 1.365
4 O 0.255 0.406 2.184
5 Cl 1.809 0.872 -0.312
6 Cl 0.412 -0.561 -2.345
7 H -1.505 -0.996 -0.081

Computed properties:
HOMO (alpha / beta): -0.3238 / -0.3174 Ha
spin multiplicity: 1
LUMO level (alpha / beta): -0.98 / -1.10 eV

a) wins, 472.0 kJ/mol ahead of the next structure.

a) The following is a quantum chemistry calculation of a molecular structure, C6H16N2, from the OMol25 dataset.

Element x y z (Å)
1 C 0.219 2.113 1.047
2 N -0.595 1.136 1.687
3 C 0.156 -0.104 1.863
4 C -0.254 -1.255 0.927
5 N 0.712 -1.976 0.124
6 C 0.755 1.590 -0.332
7 C -0.041 0.035 -2.147
8 C -0.432 1.217 -1.251
9 H 1.131 2.439 1.676
10 H -0.365 3.003 0.851
11 H -1.652 -3.563 -0.817
12 H 1.272 0.012 1.689
13 H 0.035 -0.531 2.909
14 H -0.964 -0.826 0.197
15 H -0.921 -1.941 1.511
16 H -1.301 -3.865 -0.169
17 H 1.374 -2.455 0.754
18 H 1.284 0.624 -0.127
19 H 1.438 2.232 -0.892
20 H -0.927 -0.307 -2.771
21 H 0.246 -0.846 -1.463
22 H 0.787 0.338 -2.839
23 H -0.778 2.080 -1.809
24 H -1.179 0.847 -0.618

Computed properties:
HOMO (alpha / beta): -0.0782 / -0.0662 Ha
spin multiplicity: 2
LUMO level (alpha / beta): 4.12 / 3.53 eV
charge: -1
⟨S²⟩: 0.757

b) The following is a quantum chemistry calculation of a gas-phase ion, C6H16N2 (charge -1), from the OMol25 dataset.

Element x y z (Å)
1 C 0.962 -1.819 0.123
2 N 1.035 -0.713 -0.847
3 C -0.183 0.139 -0.987
4 C -0.069 1.454 -0.222
5 C -1.512 2.129 -0.090
6 C 0.707 2.443 -1.157
7 C -0.076 -1.649 1.271
8 N -0.695 -3.001 1.569
9 H 1.776 -2.043 0.795
10 H 0.855 -2.754 -0.416
11 H 1.803 -0.127 -0.720
12 H -0.319 0.313 -2.025
13 H -0.913 -0.537 -0.610
14 H 0.386 1.290 0.781
15 H -1.733 1.991 1.037
16 H -1.471 3.137 -0.362
17 H -2.175 1.316 -0.556
18 H 1.844 2.254 -1.091
19 H 0.377 2.399 -2.114
20 H 0.803 3.495 -0.777
21 H 0.437 -1.504 2.232
22 H -0.873 -1.044 0.927
23 H -0.338 -3.501 2.328
24 H -0.627 -3.664 0.910

Computed properties:
HOMO (alpha / beta): 0.0520 / -0.1855 Ha
spin multiplicity: 2
LUMO level (alpha / beta): 3.86 / 3.89 eV
charge: -1
⟨S²⟩: 0.750

b) wins, 11.4 kJ/mol ahead of the next structure.